A cluster of 2 separate species, C4H9N in total in a non-equilibrium geometry. Source: the Open Molecules 2025 dataset; level of theory: ωB97M-V with the def2-TZVPD basis set.

The geometry in XYZ format:
```
14
Properties=species:S:1:pos:R:3:forces:R:3
C 0.49503 -1.59190 -2.69436 0.1 -0.4 0.1
N 0.58894 -1.60996 -1.44070 -0.3 0.4 0.3
C 0.52641 -0.32670 -0.75738 0.6 0.1 0.1
H 0.57551 -2.55430 -3.19658 -0.1 0.2 -0.3
H 0.35202 -0.67321 -3.27179 0.0 0.0 -0.1
H 0.60802 0.53234 -1.43467 -0.2 0.0 -0.1
H -0.36342 -0.23292 -0.13123 0.0 -0.2 -0.1
H 1.39721 -0.27709 -0.09777 -0.1 0.0 0.1
C -0.30594 1.34126 2.79587 0.1 1.1 -0.5
C -1.28497 1.91496 2.10120 0.3 -0.9 0.0
H 0.40510 0.71602 2.26536 -0.1 -0.3 0.4
H -0.07970 1.67731 3.79808 0.1 -0.3 0.1
H -1.42776 1.55674 1.08477 -0.2 0.4 0.0
H -1.97644 2.63028 2.52535 0.0 0.0 -0.1
```
Forces are in eV/Å.

Results
- Energy relative to the best compared isomer or geometry (same formula, charge and spin): 171.45 kJ/mol
- Structure (SMILES): C=NC.C=C
- HOMO: -9.85 eV
- DFT total energy: -212.48587 Eh
- Orbital gap: 0.405 Eh